No. 1
DFT (the ωB97M-V functional and the def2-TZVPD basis) results for a 3-piece molecular cluster, C25H43N2O5PS overall in a non-equilibrium geometry.

Output
Total charge: 0
HOMO in Eh: -0.358
Energy relative to the best compared isomer or geometry (same formula, charge and spin) in kcal/mol: 0.0
Gap between HOMO and LUMO in eV: 10.1
Total energy in eV: -59962.4857

The geometry in XYZ format:
```
77
C25H43N2O5PS | OMol25 | the ωB97M-V functional and the def2-TZVPD basis
C -3.15 2.02 5.34
C -2.89 0.86 5.30
C -2.66 -0.60 5.24
C -3.91 -1.28 4.88
N -4.87 -1.85 4.62
C -1.59 -0.94 4.13
C -0.37 -0.18 4.47
N 0.53 0.48 4.75
C -1.23 -2.44 4.12
C -0.51 -2.90 2.86
O -1.45 -3.32 1.85
C -1.96 -4.58 2.05
C -3.46 -4.65 2.08
O -1.26 -5.54 2.15
C -2.15 -0.45 2.76
C -1.26 0.57 2.05
C -1.32 0.54 0.55
O -0.16 0.06 1.40
P -2.24 -1.17 6.98
O -3.28 -0.31 7.85
O -0.80 -0.59 7.31
S -2.41 -3.05 7.33
H -3.38 3.05 5.20
H -2.12 -3.05 4.26
H -0.60 -2.65 4.99
H 0.09 -2.12 2.40
H 0.15 -3.73 3.09
H -3.93 -3.68 2.21
H -3.77 -5.30 2.90
H -3.83 -5.11 1.16
H -3.12 0.04 2.87
H -2.26 -1.27 2.06
H -1.16 1.55 2.51
H -0.83 1.32 -0.03
H -1.53 -0.39 0.03
H -3.75 -0.94 8.41
H -0.69 0.35 7.11
C 0.84 0.87 -5.97
C -0.47 0.08 -5.98
C -1.49 0.59 -4.96
C -1.03 0.47 -3.51
C -0.66 -0.94 -3.05
C -1.82 -1.92 -3.12
H 1.35 0.79 -5.00
H 1.53 0.49 -6.73
H 0.67 1.93 -6.17
H -0.26 -0.98 -5.82
H -0.91 0.16 -6.98
H -2.42 0.04 -5.10
H -1.72 1.63 -5.18
H -1.84 0.85 -2.86
H -0.18 1.14 -3.34
H -0.30 -0.88 -2.02
H 0.18 -1.32 -3.64
H -2.66 -1.58 -2.50
H -1.52 -2.90 -2.75
H -2.19 -2.05 -4.13
C 5.99 3.76 -4.06
C 4.68 2.98 -4.07
C 3.67 3.49 -3.05
C 4.11 3.40 -1.59
C 4.48 2.00 -1.12
C 3.32 1.01 -1.19
H 6.50 3.69 -3.10
H 6.68 3.38 -4.82
H 5.82 4.82 -4.27
H 4.89 1.92 -3.90
H 4.24 3.05 -5.07
H 2.73 2.94 -3.19
H 3.44 4.54 -3.28
H 3.30 3.78 -0.96
H 4.96 4.07 -1.43
H 4.83 2.06 -0.08
H 5.33 1.61 -1.69
H 2.47 1.34 -0.58
H 3.63 0.03 -0.81
H 2.97 0.87 -2.21
```

No. 2
DFT (the ωB97M-V functional and the def2-TZVPD basis) results for C25H44AsFeI2N6O5P2S as an isolated structure in a non-equilibrium geometry.

Output
<S²>: 0.795
Total charge: +2
HOMO (alpha / beta) in Eh: -0.465 / -0.462
Gap between HOMO and LUMO (alpha / beta) in eV: 6.3 / 6.4
Multiplicity: 2
Total energy in eV: -186643.7479

The geometry in XYZ format:
```
87
C25H44AsFeI2N6O5P2S | OMol25 | the ωB97M-V functional and the def2-TZVPD basis
Fe 0.13 0.39 0.10
I -6.15 1.93 4.97
C -4.74 1.74 3.45
C -4.89 2.48 2.28
C -3.94 2.36 1.28
I -4.21 3.41 -0.50
C -2.85 1.52 1.47
O -1.86 1.41 0.44
C -2.70 0.76 2.62
C -1.57 -0.24 2.82
N -0.25 0.27 2.42
C 0.25 1.39 3.25
C 0.63 2.57 2.39
C 1.13 3.73 2.78
C 1.15 4.88 1.86
C 0.85 4.79 0.57
C 0.65 3.44 -0.01
N 0.31 2.43 1.01
C -3.67 0.89 3.61
H -5.74 3.14 2.15
H -1.76 -1.12 2.22
H -1.57 -0.54 3.87
H 0.41 -0.50 2.47
H 1.09 1.08 3.86
H -0.55 1.71 3.92
H 1.43 3.87 3.81
H 1.37 5.86 2.28
H 0.81 5.65 -0.10
H 1.48 3.14 -0.65
H -3.57 0.30 4.52
C -3.49 -1.57 -2.07
N -2.80 -2.16 -0.91
C -3.61 -2.22 0.31
P -1.21 -2.41 -0.76
O -0.47 -1.58 0.27
O -0.62 -2.11 -2.25
P -0.28 -0.59 -2.69
O -0.95 0.39 -1.78
N 1.38 -0.55 -2.56
C 2.14 -1.73 -2.08
C 1.80 0.78 -2.07
N -0.61 -0.37 -4.25
C -1.76 0.43 -4.70
C 0.02 -1.23 -5.26
N -0.99 -3.98 -0.44
C 0.24 -4.44 0.22
C -1.65 -5.00 -1.28
H -4.44 -2.07 -2.20
H -2.91 -1.71 -2.98
H -3.67 -0.50 -1.93
H -4.53 -2.76 0.12
H -3.87 -1.22 0.67
H -3.07 -2.75 1.10
H 1.88 -2.60 -2.69
H 1.97 -1.96 -1.03
H 3.20 -1.53 -2.23
H 1.33 1.56 -2.66
H 2.88 0.88 -2.14
H 1.51 0.94 -0.99
H -2.17 1.00 -3.87
H -2.54 -0.21 -5.12
H -1.43 1.12 -5.47
H 0.89 -1.73 -4.86
H 0.34 -0.62 -6.11
H -0.69 -1.98 -5.63
H 0.70 -3.64 0.78
H 0.96 -4.82 -0.52
H 0.00 -5.25 0.90
H -2.55 -4.60 -1.73
H -1.92 -5.85 -0.66
H -0.98 -5.34 -2.07
C 5.00 1.66 2.57
As 4.56 0.29 1.30
C 5.30 0.90 -0.36
C 5.59 -1.24 1.81
S 2.49 -0.17 1.29
H 6.09 1.75 2.60
H 4.63 1.37 3.55
H 4.56 2.60 2.27
H 6.37 1.04 -0.21
H 4.85 1.85 -0.64
H 5.14 0.16 -1.14
H 6.65 -0.97 1.79
H 5.40 -2.05 1.12
H 5.30 -1.54 2.81
O -0.61 3.15 -0.69
C -0.99 2.44 0.42
```

No. 3
DFT (the ωB97M-V functional and the def2-TZVPD basis) results for C25H44B11Br6KN2O6P2S2 as an isolated structure in a non-equilibrium geometry.

Output
Total charge: 0
HOMO (alpha / beta) in Eh: -0.318 / -0.318
Energy relative to the best compared isomer or geometry (same formula, charge and spin) in kcal/mol: 33.8
Gap between HOMO and LUMO (alpha / beta) in eV: 3.5 / 3.4
Total energy in eV: -526184.6985

The geometry in XYZ format:
```
99
C25H44B11Br6KN2O6P2S2 | OMol25 | the ωB97M-V functional and the def2-TZVPD basis
K 1.17 -0.21 -0.80
C -3.16 3.97 1.65
C -2.95 3.95 0.12
C -3.97 3.47 -0.75
C -3.67 3.29 -2.10
C -2.49 3.82 -2.64
C -1.49 4.32 -1.80
C -1.77 4.48 -0.45
H -3.86 4.73 1.95
H -2.21 4.15 2.25
H -3.53 2.99 1.96
H -4.90 3.15 -0.33
H -4.46 2.84 -2.70
H -2.38 3.87 -3.71
H -0.50 4.61 -2.21
H -1.02 4.92 0.20
S 3.61 -2.29 -1.55
C 3.76 -1.38 -2.96
S 3.08 0.10 -3.35
C 4.80 -1.74 -3.98
C 4.76 -2.99 -4.59
N 4.65 -4.04 -5.04
C 6.15 -1.46 -3.88
N 7.28 -1.18 -3.83
C -2.56 -0.88 4.68
C -1.53 -1.23 3.61
C -0.50 -0.13 3.40
O -2.32 -1.42 2.35
P -1.78 -2.06 0.97
O -0.33 -1.78 0.73
C -2.77 -1.44 -0.41
P -2.19 -1.43 -2.14
O -1.33 -0.22 -2.35
O -1.61 -2.83 -2.57
C -0.14 -3.22 -2.54
C -0.14 -4.59 -1.89
C 0.33 -3.13 -3.96
O -3.61 -1.29 -2.88
C -4.48 -1.99 -3.77
C -5.36 -3.02 -2.98
C -3.71 -2.54 -4.94
O -2.15 -3.58 1.11
C -3.06 -4.35 1.89
C -2.31 -4.86 3.06
C -3.64 -5.37 0.89
H -2.01 -0.87 5.62
H -3.39 -1.59 4.79
H -3.00 0.14 4.58
H -1.08 -2.19 3.85
H -0.98 0.83 3.39
H 0.09 -0.25 2.50
H 0.22 -0.11 4.21
H -2.97 -0.36 -0.16
H -3.69 -1.96 -0.34
H 0.26 -2.44 -1.90
H -0.53 -5.31 -2.57
H -0.76 -4.61 -0.97
H 0.91 -4.80 -1.66
H -0.26 -3.83 -4.50
H 1.40 -3.43 -4.01
H 0.26 -2.07 -4.30
H -5.19 -1.20 -4.15
H -4.77 -3.62 -2.27
H -5.93 -3.68 -3.62
H -6.14 -2.52 -2.37
H -2.94 -3.31 -4.59
H -3.16 -1.74 -5.45
H -4.38 -3.04 -5.65
H -3.86 -3.66 2.21
H -1.29 -5.22 2.88
H -2.87 -5.71 3.42
H -2.34 -4.11 3.89
H -2.84 -5.73 0.26
H -4.48 -4.90 0.33
H -4.08 -6.13 1.53
Br 3.61 3.24 -1.17
B 4.39 3.78 0.59
B 5.62 5.06 0.85
C 6.55 4.36 2.21
B 6.04 3.27 1.02
B 6.06 2.78 2.70
B 5.63 4.15 3.75
B 5.48 5.61 2.60
B 4.03 5.27 1.61
Br 2.93 6.78 1.02
B 4.01 4.76 3.31
Br 3.18 5.63 4.86
B 4.36 3.01 3.39
Br 3.53 1.81 4.75
B 4.61 2.42 1.74
Br 4.09 0.62 1.16
B 3.32 3.62 2.01
Br 1.43 3.07 1.68
H 6.17 5.70 0.03
H 7.59 4.70 2.15
H 6.79 2.75 0.27
H 6.80 1.91 3.13
H 6.10 4.41 4.83
H 5.77 6.72 2.81
```

No. 4
DFT (the ωB97M-V functional and the def2-TZVPD basis) results for a 6-piece molecular cluster, C25H44N4O23PS5 overall in a non-equilibrium geometry.

Output
Total charge: +1
HOMO in Eh: -0.454
Gap between HOMO and LUMO in eV: 8.0
Total energy in eV: -143147.6226

The geometry in XYZ format:
```
102
C25H44N4O23PS5 | OMol25 | the ωB97M-V functional and the def2-TZVPD basis
C -5.49 0.90 3.06
C -5.59 -0.11 1.93
N -6.70 -0.64 1.64
C -4.27 -0.43 1.19
N -3.60 -1.69 1.65
C -4.28 -2.35 2.67
N -5.01 -3.46 2.32
N -4.27 -2.03 3.95
C -3.02 -1.39 4.50
C -2.33 -2.42 5.39
C -1.46 -3.40 4.95
C -0.94 -4.29 5.85
C -1.28 -4.26 7.18
C -2.13 -3.28 7.64
C -2.65 -2.38 6.73
C -2.16 -0.72 3.43
C -0.70 -0.43 3.83
P -0.20 1.25 3.30
O -1.17 1.89 2.40
O 0.14 2.12 4.60
O 1.20 1.07 2.54
C -2.18 -1.48 2.08
C -1.30 -0.88 0.99
H -6.47 1.07 3.51
H -5.05 1.81 2.64
H -4.81 0.56 3.85
H -6.53 -1.26 0.84
H -4.54 -0.58 0.14
H -3.63 0.45 1.23
H -4.50 -4.28 2.02
H -6.02 -3.45 2.26
H -4.41 -2.91 4.44
H -3.34 -0.59 5.18
H -1.19 -3.48 3.90
H -0.27 -5.08 5.51
H -0.90 -4.98 7.89
H -2.43 -3.17 8.67
H -3.34 -1.62 7.08
H -2.62 0.26 3.23
H -0.50 -0.51 4.91
H -0.07 -1.18 3.36
H -0.62 2.71 4.74
H 1.78 0.58 3.16
H -1.77 -2.48 2.28
H -1.60 0.13 0.71
H -1.39 -1.47 0.07
H -0.24 -0.85 1.24
C 4.49 1.65 0.82
C 4.04 2.77 1.72
O 5.17 3.06 2.55
S 6.52 2.79 1.71
O 6.98 4.01 1.16
O 7.35 1.94 2.47
O 5.85 1.96 0.51
H 4.47 0.68 1.33
H 3.90 1.59 -0.09
H 3.18 2.50 2.32
H 3.80 3.67 1.14
C 2.70 -0.74 -4.13
C 3.69 0.39 -3.99
O 2.88 1.55 -3.71
S 1.60 1.11 -2.87
O 1.85 1.36 -1.49
O 0.44 1.61 -3.51
O 1.70 -0.47 -3.12
H 2.21 -0.72 -5.10
H 3.15 -1.71 -3.96
H 4.28 0.55 -4.89
H 4.36 0.24 -3.14
C -0.56 -3.94 -7.55
C -0.99 -2.83 -6.62
O 0.18 -2.56 -5.82
S 1.50 -2.82 -6.70
O 1.94 -1.58 -7.21
O 2.35 -3.69 -5.98
O 0.80 -3.63 -7.89
H -0.57 -4.91 -7.05
H -1.17 -4.00 -8.45
H -1.83 -3.11 -5.99
H -1.24 -1.92 -7.17
C -2.79 0.62 -2.53
C -3.37 1.99 -2.26
O -4.39 2.14 -3.26
S -5.04 0.72 -3.59
O -6.23 0.57 -2.84
O -5.00 0.52 -4.99
O -3.91 -0.20 -2.90
H -2.09 0.64 -3.37
H -2.29 0.20 -1.66
H -2.63 2.78 -2.33
H -3.85 2.03 -1.28
C 8.26 5.19 -2.75
C 6.90 4.95 -2.15
O 6.02 4.79 -3.27
S 6.83 4.11 -4.48
O 6.55 2.71 -4.48
O 6.66 4.90 -5.64
O 8.31 4.33 -3.90
H 8.37 6.22 -3.09
H 9.07 4.95 -2.07
H 6.57 5.77 -1.52
H 6.88 4.02 -1.57
```

No. 5
DFT (the ωB97M-V functional and the def2-TZVPD basis) results for a 3-piece molecular cluster, C25H44NO13P3S overall in a non-equilibrium geometry.

Output
Total charge: 0
HOMO in Eh: -0.323
Gap between HOMO and LUMO in eV: 7.6
Total energy in eV: -93448.4711

The geometry in XYZ format:
```
87
C25H44NO13P3S | OMol25 | the ωB97M-V functional and the def2-TZVPD basis
C -0.62 -7.77 4.24
C -0.36 -7.92 3.09
C 0.16 -7.95 1.71
C -0.33 -6.81 0.79
C -0.57 -5.44 1.48
C -2.02 -5.01 1.40
C -2.36 -3.75 1.04
N -1.45 -2.73 0.76
C -3.80 -3.36 0.92
O -4.18 -2.22 1.02
C -4.81 -4.44 0.64
C -6.10 -4.05 -0.01
C -5.92 -3.96 -1.52
O -4.85 -3.69 -2.01
C -4.48 -5.68 1.01
P -5.59 -7.08 0.73
O -6.26 -6.96 -0.75
O -4.78 -8.46 0.74
S -6.97 -7.12 2.08
C -3.15 -5.93 1.70
O -3.09 -6.85 2.48
H -0.72 -7.54 5.28
H -0.21 -8.89 1.27
H 1.24 -8.04 1.70
H -1.23 -7.05 0.23
H 0.46 -6.67 0.05
H -0.16 -5.38 2.49
H -0.03 -4.69 0.89
H -1.93 -1.87 1.02
H -0.68 -2.80 1.42
H -6.36 -3.05 0.38
H -6.92 -4.73 0.22
H -6.78 -4.19 -2.17
H -6.10 -7.80 -1.19
H -5.35 -9.09 1.20
C 5.48 -1.09 -1.78
C 4.12 -1.21 -2.44
O 3.07 -0.86 -1.54
P 2.45 0.67 -1.51
O 2.20 0.90 -2.97
O 0.92 0.35 -1.03
C -0.21 0.79 -1.79
C -0.69 -0.30 -2.73
O 2.80 0.82 0.09
C 4.08 1.29 0.53
C 4.59 2.47 -0.26
H 5.74 -0.04 -1.60
H 6.26 -1.52 -2.42
H 5.50 -1.60 -0.82
H 4.08 -0.61 -3.35
H 3.95 -2.25 -2.72
H 0.03 1.70 -2.34
H -1.00 1.04 -1.08
H 0.12 -0.74 -3.30
H -1.44 0.09 -3.42
H -1.14 -1.11 -2.15
H 4.79 0.46 0.52
H 3.96 1.58 1.58
H 4.70 2.23 -1.32
H 5.56 2.79 0.12
H 3.90 3.31 -0.19
C 1.01 4.38 -0.65
C 2.04 5.46 -0.91
O 1.44 6.75 -1.00
P 1.35 7.73 0.31
O 2.70 7.67 0.94
O 1.37 9.19 -0.40
C 2.34 10.18 -0.03
C 3.53 10.14 -0.97
O -0.28 7.82 0.32
C -1.08 6.84 0.99
C -0.54 6.45 2.35
H 0.60 4.46 0.36
H 1.46 3.39 -0.75
H 0.18 4.46 -1.36
H 2.82 5.44 -0.13
H 2.53 5.27 -1.87
H 2.65 10.05 1.01
H 1.85 11.15 -0.10
H 3.91 9.13 -1.09
H 4.34 10.77 -0.59
H 3.25 10.50 -1.96
H -1.20 5.97 0.34
H -2.07 7.27 1.11
H 0.47 6.03 2.28
H -1.19 5.71 2.82
H -0.49 7.33 3.01
```